DFT (ωB97M-V with the def2-TZVPD basis set) results for C7H6GdNO6 as an isolated structure in a non-equilibrium geometry.

Output
E in Eh: -1541.51752
Maximum force in hartree/bohr: 0.116
2S+1: 8
Total charge: +2
Energy above the lowest of the compared OMol25 structures with the same formula, charge and spin in kcal per mole: 0.0
HOMO energy (alpha / beta) in eV: -16.135 / -15.103

Last column: Mulliken charge in e.
Atoms and positions in Å:
O -1.6781 -4.0903 -1.4429  -0.03
C -1.2703 -3.0145 -1.3747  0.23
Gd -0.5019 -0.5977 -0.9228  0.80
O 2.6314 -2.3570 0.0041  -0.10
C 1.6590 -1.8182 -0.3115  0.32
C 1.2386 0.9591 -1.5485  0.37
O 2.0133 1.7180 -1.9457  -0.15
C -0.9419 0.7023 -3.0439  0.09
O -0.7883 1.6338 -3.7435  -0.23
C 0.8073 -1.0820 -2.9781  0.34
O 1.5438 -1.1337 -3.8618  -0.14
H -1.9354 0.0965 -2.9212  0.19
C 0.8104 0.9705 2.8146  -0.89
C -0.5503 0.8332 2.2170  0.75
N -1.6382 1.1885 2.8883  -0.33
O -0.7365 0.3961 1.0265  -0.60
H 0.7325 1.4772 3.8016  0.36
H 1.4696 1.5477 2.1321  0.27
H 1.2463 -0.0426 2.9377  0.27
H -2.5356 1.0980 2.4289  0.24
H -1.5759 1.5150 3.8441  0.24



DFT (ωB97M-V with the def2-TZVPD basis set) results for C7H6I2N2 as an isolated structure in a non-equilibrium geometry.

Output
E in Eh: -975.17241
Maximum force in hartree/bohr: 0.103
Energy above the lowest of the compared OMol25 structures with the same formula, charge and spin in kcal per mole: 29.4
HOMO energy in eV: -9.393

Last column: Mulliken charge in e.
Atoms and positions in Å:
C -0.9070 -0.8543 1.8864  -1.05
C -0.0921 -1.5386 0.7457  0.49
I 0.6874 -3.5237 1.0548  0.07
C 0.1455 -0.9074 -0.4155  -0.59
I 1.2956 -1.8726 -1.9758  0.13
C -0.3410 0.5273 -0.7107  0.26
C -1.3281 0.5381 -1.8686  -0.21
N -2.2269 0.5980 -2.5370  -0.40
C 0.9045 1.4372 -1.0390  -0.64
C 1.7059 1.6172 0.2454  0.20
N 2.1745 1.6041 1.2643  -0.38
H -0.2041 -0.2066 2.4443  0.28
H -1.7266 -0.2673 1.4176  0.30
H -1.3759 -1.6436 2.4997  0.42
H -0.8033 0.9955 0.1823  0.39
H 0.5775 2.4601 -1.3260  0.38
H 1.5141 1.0366 -1.8680  0.37



DFT (ωB97M-V with the def2-TZVPD basis set) results for C7H6IrNO7 as an isolated structure in a non-equilibrium geometry.

Output
E in Eh: -954.56402
Maximum force in hartree/bohr: 0.166
2S+1: 6
Total charge: +3
Energy above the lowest of the compared OMol25 structures with the same formula, charge and spin in kcal per mole: 29.8
HOMO energy (alpha / beta) in eV: -18.649 / -23.555

Last column: Mulliken charge in e.
Atoms and positions in Å:
O -0.7963 2.8940 -4.1385  -0.10
C -0.8927 2.2024 -3.2253  0.44
Ir -1.0106 0.9483 -1.7574  1.26
C -0.9952 1.7464 0.0490  0.28
O -0.9795 2.2971 1.0728  -0.17
C -1.0506 -1.1604 -1.7177  -0.03
O -1.0604 -2.2185 -1.1819  -0.15
C 1.1109 1.0583 -1.5785  0.10
O 2.1685 1.1536 -2.0774  -0.12
C -3.0089 0.8946 -1.7827  0.23
O -4.1467 0.9083 -1.7137  -0.11
H -0.8108 -0.6396 -2.7975  0.40
N 0.8765 -1.7897 2.8478  -0.22
C 1.7725 -0.8878 2.1338  -0.78
C 0.9016 -0.1574 1.0544  0.92
O 1.5183 0.7354 0.3574  -0.24
O -0.2771 -0.5269 0.9719  -0.64
H 0.4600 -1.2427 3.6210  0.39
H 1.3716 -2.5907 3.2076  0.36
H 0.0635 -2.0052 2.1980  0.35
H 2.2239 -0.1855 2.8471  0.44
H 2.5613 -1.4338 1.6099  0.39



DFT (ωB97M-V with the def2-TZVPD basis set) results for C7H6N2O4Sr as an isolated structure in a non-equilibrium geometry.

Output
E in Eh: -710.91113
Maximum force in hartree/bohr: 0.126
Total charge: +2
Energy above the lowest of the compared OMol25 structures with the same formula, charge and spin in kcal per mole: 24.5
HOMO energy in eV: -16.748

Last column: Mulliken charge in e.
Atoms and positions in Å:
Sr 0.5303 0.0023 -1.0038  2.03
O 0.4227 3.6131 -1.5045  0.02
C 0.4274 2.4800 -1.6759  -0.02
C 0.4342 -2.4856 -1.6804  0.00
O 0.4316 -3.6180 -1.5019  0.02
C 2.9126 -0.0012 -1.7420  0.12
O 4.0516 0.0005 -1.5683  -0.03
C -2.0450 -0.0079 -1.7688  0.12
O -3.1795 -0.0082 -1.5655  -0.04
H 0.4309 0.3768 -3.6725  0.07
H 0.4317 -0.3843 -3.6719  0.08
N -0.7025 0.6855 3.0359  -0.02
C -0.6709 -0.6914 3.0914  -0.55
C -0.3863 -1.1498 1.8432  -0.22
N -0.2987 -0.0024 1.0837  -0.66
C -0.4468 1.1021 1.7968  -0.25
H -0.8782 1.3331 3.7848  0.23
H -0.8293 -1.2634 3.9553  0.41
H -0.2497 -2.1269 1.3745  0.40
H -0.3860 2.1456 1.3898  0.30



DFT (ωB97M-V with the def2-TZVPD basis set) results for one molecule with the formula C7H6N4O in a non-equilibrium geometry.

Output
SMILES: Nc1nc(-c2ccccn2)no1
E in Eh: -564.49346
Maximum force in hartree/bohr: 0.171
Energy above the lowest of the compared OMol25 structures with the same formula, charge and spin in kcal per mole: 87.1
HOMO energy in eV: -9.613

Last column: Mulliken charge in e.
Atoms and positions in Å:
C -2.8834 -0.0219 -0.1348  0.67
C -0.8848 -0.3916 0.1529  0.31
C 0.6243 -0.2626 0.0890  0.74
C 1.2666 0.8364 0.5718  -0.73
C 2.6553 0.9523 0.4332  -0.29
C 3.3100 -0.1254 -0.0994  -0.68
C 2.5656 -1.1599 -0.4647  -0.07
H -5.0074 0.2743 0.2284  0.31
H -4.0853 1.1235 -1.1372  0.26
H 0.8191 1.6898 0.6815  0.44
H 3.0460 1.9362 0.7658  0.34
H 4.2301 -0.0156 -0.0794  0.61
H 3.2265 -2.0617 -1.1440  0.18
N -4.1523 0.3389 -0.5847  -0.51
N -1.7729 0.3585 -0.5859  -0.57
N -1.4231 -1.1930 0.9957  -0.41
N 1.2363 -1.3084 -0.4855  -0.46
O -2.7707 -0.9697 0.7973  -0.16



DFT (ωB97M-V with the def2-TZVPD basis set) results for an isolated ion of composition C7H6N4O and charge +2 in a non-equilibrium geometry.

Output
SMILES: [H]/N=[NH+]\C=[N+]=C=C=C=C/C=C\N=O
E in Eh: -563.55043
Maximum force in hartree/bohr: 0.115
Total charge: +2
HOMO energy (alpha / beta) in eV: -16.229 / -16.259

Last column: Mulliken charge in e.
Atoms and positions in Å:
C -2.0312 1.2240 -0.0870  -0.30
C -2.6456 0.0056 0.1978  -0.33
C -0.7394 1.5364 -0.4137  0.35
C -2.1542 -1.3372 0.5267  0.04
C 0.4881 1.3259 -0.6089  0.58
C 3.5589 -0.4704 -0.5243  -0.21
C 1.7186 0.9826 -0.8903  -0.45
N -0.9247 -1.5479 0.4801  0.51
N 4.0361 1.3606 0.8076  -0.74
N 4.3494 0.2877 0.2682  0.46
N 2.4305 0.0343 -0.9558  -0.06
O 0.2295 -1.4715 0.4798  -0.22
H -2.6283 2.1218 -0.1438  0.39
H -3.7224 -0.0680 0.4153  0.34
H 3.3653 2.1371 0.5213  0.33
H -2.9057 -2.0971 0.6473  0.42
H 3.8470 -1.3623 -0.8886  0.54
H 5.2299 -0.0992 0.6798  0.35